Record 1
{
  "formula": "C4H13BN",
  "method": "the ωB97M-V functional and the def2-TZVPD basis",
  "symbols": ["B", "C", "C", "C", "C", "N", "H", "H", "H", "H", "H", "H", "H", "H", "H", "H", "H", "H", "H"],
  "coordinates": [[-0.13, -1.38, 1.31], [-0.46, 0.13, 0.93], [-1.83, 0.45, 0.19], [0.68, 0.93, 0.53], [1.09, 0.71, -1.09], [0.87, -0.74, -1.26], [0.81, -2.00, 0.95], [-0.98, -1.96, 1.80], [-0.69, 0.51, 2.01], [-1.95, 0.45, -0.92], [-2.09, 1.50, 0.44], [-2.48, -0.34, 0.68], [0.63, 1.93, 0.74], [1.56, 0.70, 1.14], [0.40, 1.24, -1.60], [2.15, 1.05, -1.22], [0.60, -1.04, -2.16], [0.03, -0.97, -0.65], [1.58, -1.32, -0.77]],
  "smiles": "B[C@H](C)CC[NH3+]",
  "de_lowest_kcal_mol": 17.6,
  "orbital_gap_ev": 10.84,
  "homo_energy_ev": -15.10,
  "charge": 1,
  "lumo_ev": -4.26
}



Record 2
{
  "formula": "C4H13BN2",
  "method": "the ωB97M-V functional and the def2-TZVPD basis",
  "symbols": ["C", "N", "C", "B", "N", "C", "C", "H", "H", "H", "H", "H", "H", "H", "H", "H", "H", "H", "H", "H"],
  "coordinates": [[0.06, -2.33, -1.25], [-0.08, -1.26, -0.26], [0.19, -1.53, 1.15], [-0.15, 0.04, -0.84], [-0.14, 1.26, -0.09], [0.55, 2.46, -0.55], [-0.83, 1.35, 1.22], [-0.19, -3.26, -0.77], [1.07, -2.39, -1.64], [-0.59, -2.14, -2.10], [0.54, -2.52, 1.27], [-0.70, -1.35, 1.73], [0.97, -0.86, 1.51], [0.26, 0.14, -1.92], [-0.19, 3.28, -0.62], [0.95, 2.26, -1.55], [1.35, 2.74, 0.09], [-1.49, 2.22, 1.22], [-1.48, 0.51, 1.35], [-0.10, 1.39, 2.04]],
  "smiles": "CN(C)BN(C)C",
  "de_lowest_kcal_mol": 0.0,
  "orbital_gap_ev": 8.76,
  "homo_energy_ev": -7.94,
  "lumo_ev": 0.83
}



Record 3
{
  "formula": "C4H13BNO2P",
  "method": "the ωB97M-V functional and the def2-TZVPD basis",
  "symbols": ["C", "C", "O", "B", "O", "P", "N", "C", "C", "H", "H", "H", "H", "H", "H", "H", "H", "H", "H", "H", "H", "H"],
  "coordinates": [[-2.58, 0.79, 1.23], [-2.10, -0.48, 0.56], [-1.89, -0.25, -0.84], [-0.77, -0.86, -1.36], [-0.83, -2.13, -1.89], [0.92, 0.11, -1.47], [0.38, 1.71, -1.19], [1.75, -0.49, 0.08], [3.16, 0.07, 0.22], [-2.05, 1.65, 0.84], [-2.43, 0.74, 2.31], [-3.64, 0.94, 1.05], [-1.18, -0.84, 1.04], [-2.85, -1.27, 0.66], [-0.27, -2.74, -1.41], [1.12, 2.39, -1.19], [-0.24, 1.84, -0.40], [1.17, -0.24, 0.97], [1.80, -1.58, 0.00], [3.72, -0.04, -0.71], [3.13, 1.12, 0.49], [3.70, -0.46, 1.00]],
  "smiles": "CCOB(O)P(N)CC",
  "de_lowest_kcal_mol": 0.0,
  "orbital_gap_ev": 8.89,
  "homo_energy_ev": -8.29,
  "lumo_ev": 0.59
}



Record 4
{
  "formula": "C4H13Br3N6O3",
  "method": "the ωB97M-V functional and the def2-TZVPD basis",
  "symbols": ["C", "Br", "Br", "Br", "H", "C", "O", "N", "N", "H", "H", "H", "H", "C", "O", "N", "N", "H", "H", "H", "H", "C", "O", "N", "N", "H", "H", "H", "H"],
  "coordinates": [[8.25, -9.63, -15.08], [8.68, -8.44, -16.57], [9.95, -10.10, -14.27], [7.31, -11.26, -15.69], [7.61, -9.12, -14.37], [13.02, -8.64, -17.28], [13.01, -7.79, -18.21], [14.15, -9.05, -16.68], [11.89, -9.24, -16.89], [14.98, -8.67, -17.11], [14.13, -9.69, -15.91], [11.02, -9.08, -17.37], [11.90, -9.76, -16.02], [13.63, -5.97, -21.06], [13.75, -5.14, -21.96], [14.13, -5.83, -19.81], [13.08, -7.21, -21.29], [13.90, -6.56, -19.13], [14.68, -5.04, -19.53], [12.91, -7.46, -22.24], [12.93, -7.89, -20.57], [13.12, -10.65, -13.30], [13.01, -10.58, -14.52], [13.32, -11.83, -12.64], [13.25, -9.52, -12.54], [13.43, -12.64, -13.22], [13.29, -11.84, -11.64], [13.25, -8.75, -13.19], [13.53, -9.49, -11.58]],
  "de_lowest_kcal_mol": 0.0,
  "orbital_gap_ev": 8.36,
  "homo_energy_ev": -8.74,
  "lumo_ev": -0.38
}



Record 5
{
  "formula": "C4H13ISSb",
  "method": "the ωB97M-V functional and the def2-TZVPD basis",
  "symbols": ["C", "C", "S", "C", "Sb", "C", "I", "H", "H", "H", "H", "H", "H", "H", "H", "H", "H", "H", "H", "H"],
  "coordinates": [[2.96, -0.46, 0.31], [2.31, 0.08, -0.95], [1.40, 1.62, -0.75], [0.35, 1.24, 0.63], [-1.61, 0.30, 0.14], [-3.45, -0.76, -0.29], [-0.43, -2.43, 0.40], [2.26, -1.02, 0.91], [3.79, -1.12, 0.05], [3.36, 0.37, 0.91], [3.07, 0.35, -1.68], [1.66, -0.66, -1.41], [0.87, 0.68, 1.40], [0.05, 2.21, 1.03], [-1.88, 0.20, 1.88], [-2.36, 1.88, 0.04], [-1.13, 0.30, -1.54], [-3.82, -1.20, 0.63], [-3.22, -1.54, -1.01], [-4.18, -0.06, -0.70]],
  "orbital_gap_ev": 7.19,
  "homo_energy_ev": -4.00,
  "charge": -1,
  "lumo_ev": 3.20
}



Record 6
{
  "formula": "C4H13N2",
  "method": "the ωB97M-V functional and the def2-TZVPD basis",
  "symbols": ["C", "N", "C", "C", "C", "N", "H", "H", "H", "H", "H", "H", "H", "H", "H", "H", "H", "H", "H"],
  "coordinates": [[-2.05, 1.83, -0.82], [-0.72, 1.50, -0.37], [-0.22, 0.19, -0.59], [0.40, -0.43, 0.64], [1.72, -0.14, 1.00], [0.46, -2.12, 0.34], [-2.29, 1.67, -2.02], [-2.13, 2.93, -0.60], [-2.67, 1.17, -0.19], [-0.02, 2.13, -0.78], [-1.10, -0.34, -0.86], [0.54, 0.01, -1.39], [-0.18, -0.48, 1.49], [2.40, -0.85, 0.38], [2.21, 0.81, 0.69], [1.99, -0.42, 2.04], [-0.40, -2.64, 0.07], [0.84, -2.57, 1.23], [1.23, -2.25, -0.26]],
  "smiles": "CNC[C@H](C)[NH3+]",
  "de_lowest_kcal_mol": 64.5,
  "orbital_gap_ev": 9.29,
  "homo_energy_ev": -12.78,
  "charge": 1,
  "lumo_ev": -3.49
}